C44H57BN6O3PS3Tc as an isolated structure at a distorted geometry. Source: the OMol25 dataset; level of theory: ωB97M-V with the def2-TZVPD basis set.

Computed properties:
- Strongest force on any atom: 2.47 eV/Å
- <S²>: 3.78
- 2S+1: 4
- Relative energy (zero: lowest compared OMol25 entry of this formula, charge and spin): 0.00 kcal per mole
- HOMO-LUMO gap (alpha / beta): 7.2 / 7.0 eV
- HOMO energy (alpha / beta): -10.110 / -10.380 eV
- Charge: +1
- Calculated total energy: -106302.3864 eV

Last column: Löwdin charge in e.
Element x y z (Å)
Tc (1.54, -0.80, 0.76)  1.04
S (2.92, 0.38, -0.85)  0.72
S (0.30, -2.32, -1.89)  1.03
S (1.55, 1.23, 2.15)  0.73
P (3.03, -1.61, 2.68)  0.98
O (-0.52, -2.33, 4.05)  0.09
O (0.20, -1.61, 2.05)  -0.28
O (2.77, -2.76, -1.09)  -0.32
N (-1.25, -0.65, -0.37)  0.03
N (-0.43, 1.61, 0.43)  0.02
N (-2.34, -0.32, 0.35)  0.22
N (0.37, 0.62, -1.70)  -0.04
N (-0.58, 0.70, -2.62)  0.17
N (-1.37, 2.37, -0.21)  0.19
C (3.75, -0.59, 4.02)  -0.36
C (-4.21, 0.21, 2.25)  -0.04
C (-0.82, 0.25, -6.11)  -0.05
C (-2.47, -3.58, -2.41)  -0.04
C (-4.67, -0.49, 0.98)  -0.55
C (-2.40, -2.41, -1.45)  -0.22
C (3.63, 0.64, 6.11)  -0.08
C (-1.19, -1.73, -1.12)  -0.43
C (5.56, 0.87, 4.71)  -0.07
C (-0.46, 3.08, 2.30)  -0.24
C (-1.43, 0.89, -4.88)  -0.54
C (-0.29, 1.03, -3.84)  -0.18
C (4.90, -3.70, 3.01)  -0.06
C (1.70, 0.79, -2.00)  -0.55
C (4.93, -2.52, 0.88)  -0.11
C (-3.93, 4.82, 0.47)  -0.04
C (-1.41, 3.80, 1.69)  0.07
C (-2.04, 2.27, -5.29)  -0.01
C (-5.36, 0.53, 0.10)  -0.03
C (4.37, -2.69, 2.15)  -0.37
C (5.92, -3.37, 0.44)  -0.08
C (4.84, 1.24, 5.86)  -0.07
C (-3.52, -2.05, -0.74)  0.09
C (3.44, 1.78, -3.55)  -0.05
C (-3.45, -0.97, 0.18)  -0.16
C (-2.80, 4.34, -0.45)  -0.54
C (1.05, -3.89, 0.25)  -0.13
C (3.09, -3.99, -1.72)  -0.09
C (1.03, 1.45, -4.19)  0.09
C (2.02, 1.35, -3.25)  -0.23
C (1.78, -2.69, 3.48)  -0.22
C (6.42, -4.35, 1.25)  -0.07
C (1.59, -2.64, -0.42)  -0.71
C (0.36, -2.18, 3.24)  -0.65
C (-0.02, 3.41, 3.68)  -0.05
C (5.03, 0.00, 3.77)  -0.08
C (-5.59, -1.65, 1.30)  -0.03
C (3.06, -0.24, 5.19)  -0.09
C (0.14, 1.99, 1.58)  -0.56
C (-1.81, 3.46, 0.34)  -0.18
C (5.97, -4.51, 2.57)  -0.06
C (-2.54, 0.04, -4.31)  -0.05
C (-2.07, 5.54, -0.99)  -0.05
C (-3.31, 3.53, -1.67)  -0.05
B (-0.04, 0.31, -0.27)  -0.73
H (3.42, -4.74, -0.99)  0.10
H (-2.02, -4.48, -2.00)  0.09
H (-5.65, 0.14, -0.86)  0.08
H (0.03, 0.80, -6.57)  0.09
H (-1.26, 5.29, -1.65)  0.08
H (-3.79, 4.17, -2.41)  0.09
H (-3.62, -0.43, 2.84)  0.07
H (0.92, -4.73, -0.43)  0.08
H (6.54, 1.28, 4.54)  0.10
H (2.02, -2.79, 4.53)  0.09
H (3.93, -3.72, -2.36)  0.10
H (-1.62, 0.06, -6.84)  0.10
H (-6.02, -2.08, 0.41)  0.08
H (-2.54, 2.69, -4.43)  0.06
H (3.86, 2.31, -2.71)  0.07
H (-3.29, -0.20, -5.10)  0.11
H (4.11, 0.96, -3.71)  0.08
H (-2.74, 6.18, -1.53)  0.09
H (-1.26, 2.92, -5.66)  0.08
H (-2.79, 2.15, -6.07)  0.09
H (6.31, -5.27, 3.24)  0.10
H (4.53, -1.71, 0.30)  0.06
H (1.92, -3.67, 3.04)  0.08
H (-1.91, -3.31, -3.31)  0.07
H (1.73, -4.23, 1.02)  0.07
H (-3.95, 2.72, -1.37)  0.05
H (-5.13, -2.40, 1.91)  0.09
H (-4.30, 3.99, 1.06)  0.08
H (-3.64, 1.11, 2.03)  0.07
H (4.49, -3.92, 3.99)  0.11
H (-6.27, 0.89, 0.55)  0.09
H (2.06, -0.65, 5.37)  0.11
H (-2.15, -0.89, -3.95)  0.05
H (6.32, -3.26, -0.55)  0.11
H (-4.66, 1.36, -0.12)  0.07
H (-0.08, 2.53, 4.28)  0.08
H (5.61, -0.19, 2.90)  0.10
H (-4.43, -2.54, -0.99)  0.12
H (-0.56, 4.21, 4.13)  0.08
H (0.07, -3.69, 0.68)  0.08
H (1.02, 3.63, 3.67)  0.08
H (2.28, -4.46, -2.29)  0.09
H (-2.42, 3.16, -2.17)  0.06
H (-6.40, -1.21, 1.89)  0.09
H (-3.05, 0.53, -3.46)  0.09
H (-3.60, 5.63, 1.16)  0.09
H (-4.82, 5.10, -0.13)  0.10
H (1.22, 1.77, -5.23)  0.13
H (-1.84, 4.67, 2.18)  0.13
H (-3.51, -3.70, -2.67)  0.08
H (3.53, 2.43, -4.40)  0.09
H (5.27, 1.91, 6.59)  0.11
H (-0.44, -0.70, -5.82)  0.08
H (7.25, -4.99, 0.91)  0.11
H (3.06, 0.91, 7.00)  0.11
H (-1.60, 6.08, -0.15)  0.10
H (-5.10, 0.51, 2.83)  0.10

C27H27BrN4O4Ti as an isolated structure at a distorted geometry. Source: the OMol25 dataset; level of theory: ωB97M-V with the def2-TZVPD basis set.

Computed properties:
- Strongest force on any atom: 3.66 eV/Å
- <S²>: 2.02
- 2S+1: 3
- Relative energy (zero: lowest compared OMol25 entry of this formula, charge and spin): 28.94 kcal per mole
- HOMO-LUMO gap (alpha / beta): 4.1 / 6.5 eV
- HOMO energy (alpha / beta): 0.661 / -1.732 eV
- Charge: -2
- Calculated total energy: -135751.5383 eV

Last column: Löwdin charge in e.
Element x y z (Å)
Br (-2.24, 2.03, 1.30)  -0.04
Ti (-0.35, 0.25, 0.21)  0.84
O (-1.81, 2.60, -3.32)  0.06
O (-0.08, -0.32, 1.97)  -0.35
O (0.85, -1.20, -0.43)  -0.11
O (-1.35, 0.83, -1.55)  -0.18
N (-2.86, -0.83, -1.01)  0.09
N (2.97, 0.12, 1.56)  0.12
N (1.23, 1.76, -0.13)  -0.03
N (-1.81, -1.15, -0.17)  -0.12
C (-0.14, -0.44, 3.34)  -0.72
C (3.37, 0.60, 0.30)  -0.26
C (-3.96, 2.59, -4.27)  -0.03
C (0.13, 0.95, 3.97)  -0.05
C (0.67, 2.90, -0.65)  -0.22
C (-5.62, 0.97, -3.63)  -0.12
C (4.47, 1.76, -2.00)  -0.10
C (-1.54, -0.95, 3.73)  -0.04
C (-5.23, 2.07, -4.39)  -0.12
C (1.25, 3.62, -1.67)  -0.13
C (-0.42, -2.95, 0.49)  -0.15
C (0.81, -2.32, 0.11)  -0.38
C (-3.03, 2.04, -3.39)  -0.26
C (0.80, -4.89, 1.24)  -0.14
C (2.56, 1.50, -0.48)  -0.15
C (-3.41, 0.92, -2.62)  -0.07
C (-1.70, -2.32, 0.18)  -0.11
C (-2.49, 0.30, -1.68)  -0.45
C (2.48, 3.21, -2.22)  -0.09
C (2.01, -4.30, 0.85)  -0.13
C (2.03, -3.06, 0.29)  -0.02
C (5.17, 0.80, -1.31)  -0.16
C (3.17, 2.16, -1.59)  -0.20
C (0.92, -1.45, 3.78)  -0.03
C (-0.38, -4.21, 1.05)  -0.09
C (4.65, 0.24, -0.16)  -0.10
C (-4.71, 0.41, -2.76)  -0.03
H (-2.61, -2.93, 0.16)  0.13
H (-0.60, 1.66, 3.60)  0.02
H (0.76, -2.40, 3.25)  0.07
H (1.99, 0.19, 1.71)  0.02
H (-2.28, -0.21, 3.41)  0.05
H (2.93, 3.73, -3.06)  0.08
H (-1.63, -1.12, 4.80)  0.07
H (0.07, 0.90, 5.07)  0.07
H (-6.62, 0.56, -3.71)  0.08
H (5.24, -0.46, 0.43)  0.09
H (-0.32, 3.14, -0.28)  0.02
H (-1.32, -4.68, 1.33)  0.10
H (3.25, -0.82, 1.72)  0.06
H (2.95, -2.60, -0.05)  0.10
H (-1.34, 2.09, -2.59)  0.08
H (4.90, 2.24, -2.88)  0.09
H (0.87, -1.64, 4.86)  0.07
H (-1.73, -1.89, 3.20)  0.07
H (2.94, -4.84, 0.99)  0.09
H (1.92, -1.07, 3.54)  0.06
H (6.15, 0.49, -1.65)  0.08
H (0.79, -5.88, 1.69)  0.08
H (-4.98, -0.44, -2.14)  0.10
H (1.13, 1.28, 3.69)  0.07
H (-5.94, 2.52, -5.08)  0.09
H (0.71, 4.48, -2.06)  0.08
H (-3.65, 3.46, -4.85)  0.11

Question: The highest calculated total energy belongs to which entry?
Answer: C44H57BN6O3PS3Tc

Question: The highest 2S+1 belongs to which entry?
Answer: C44H57BN6O3PS3Tc